Entry 1:
Entry from OMol25: a 2-piece molecular cluster, CH8N2O overall at a distorted geometry (ωB97M-V/def2-TZVPD).

Each line ends with the Löwdin charge.
CARTESIAN COORDINATES (ANGSTROEM)
1 N -1.78346 -2.36092 0.67713  -0.030
2 C -0.67243 -2.28988 -0.30181  -0.365
3 N -0.98792 -2.47518 -1.72809  -0.027
4 H -2.67331 -1.94662 0.38300  0.064
5 H -1.91059 -3.25785 1.08127  0.031
6 H -0.24917 -1.20059 -0.11035  0.117
7 H 0.21519 -2.84233 0.06296  0.105
8 H -1.96797 -2.28989 -2.06615  0.083
9 H -0.99450 -3.43796 -1.93866  0.023
10 H 3.65828 5.70719 1.75385  0.102
11 H 2.22197 6.00720 1.30903  0.051
12 O 3.14180 6.35661 1.08658  -0.153

Forces on atoms 1 to 6 (eV/Å):
N 0.6 0.4 -0.5
C -0.3 3.5 1.1
N -0.8 0.3 -0.1
H 0.8 -0.3 0.0
H -0.3 -0.8 0.1
H -0.9 -1.8 -1.0

Properties
- SMILES: NCN.O
- Kohn-Sham gap: 10.07 eV
- Relative energy (zero: lowest compared OMol25 entry of this formula, charge and spin): 25.54 kcal per mole

***

Entry 2:
Entry from OMol25: H12O8V as an isolated structure at a distorted geometry (ωB97M-V/def2-TZVPD).

Each line ends with the Löwdin charge.
CARTESIAN COORDINATES (ANGSTROEM)
1 O -1.15344 1.59795 0.98109  -0.275
2 V -0.65589 0.19639 0.36763  0.928
3 O 0.75454 0.43194 -0.36338  -0.266
4 O -1.96391 0.37963 -1.48850  -0.023
5 H -1.68665 0.56868 -2.39692  0.111
6 H -2.76679 -0.15544 -1.56453  0.094
7 O 3.89624 1.22795 0.12262  -0.080
8 H 3.56463 1.11260 -0.79041  -0.016
9 H 4.10829 0.33991 0.42680  0.024
10 O 2.83019 1.58384 -2.43782  -0.048
11 H 2.93992 1.55002 -3.39529  0.060
12 H 2.02352 2.09282 -2.29294  0.049
13 O -2.88886 -0.53701 1.31577  -0.062
14 H -3.84931 -0.48167 1.22055  0.090
15 H -2.73976 -1.21122 1.99367  0.069
16 O -0.31846 -0.56211 2.47926  -0.037
17 H 0.31626 -1.15300 2.91021  0.112
18 H -0.49839 0.14503 3.12198  0.111
19 O -0.64458 -1.98887 -0.01244  -0.052
20 H -0.00071 -2.62207 0.33631  0.107
21 H -1.26685 -2.51539 -0.53367  0.103

Forces on atoms 1 to 6 (eV/Å):
O 1.2 -2.1 -1.0
V 0.7 2.6 -0.1
O -2.3 -0.2 1.3
O 0.1 -0.5 0.4
H 0.2 0.0 0.3
H 0.1 0.2 0.1

Properties
- Kohn-Sham gap: 8.21 eV
- Net charge: +1
- Relative energy (zero: lowest compared OMol25 entry of this formula, charge and spin): 12.42 kcal per mole